Record 1
Molecular formula: C9H9N2O2
Method: DFT, ωB97M-V/def2-TZVPD

Geometry (Å):
1 C 1.6452 -0.0957 -1.0808
2 C 1.9884 -0.4387 1.3699
3 C 2.8789 0.6530 -1.0142
4 C 3.0530 0.4048 1.2273
5 C 1.2003 -0.6197 0.1217
6 C 0.0715 -1.3816 0.1381
7 C -1.9307 0.4768 -0.0744
8 C -1.5056 1.5045 -0.7459
9 C -2.8288 -1.5649 0.2097
10 N 3.4941 0.8641 0.0752
11 N -2.6218 -0.3409 0.5994
12 O -2.2343 2.4931 -1.4194
13 O -0.7909 -2.1366 0.2736
14 H 1.3519 -0.3063 -2.0698
15 H 1.6293 -0.9160 2.2507
16 H 3.4397 1.0317 -1.8403
17 H 3.6915 0.3686 2.1116
18 H -0.4824 1.7649 -0.6962
19 H -3.2708 -2.2243 0.8909
20 H -2.8788 -1.9129 -0.7529
21 H -2.7210 -0.0964 1.5562
22 H -3.1785 2.4725 -1.1303

Forces on atoms 1 to 6 (eV/Å):
2.733 1.268 0.531
-2.079 0.453 -3.111
-1.990 -1.168 -0.923
0.111 -2.309 1.982
2.307 0.803 0.796
-3.546 -0.153 0.607

Summary:
LUMO (alpha / beta), eV: -5.01 / -5.01
Energy, eV: -16540.672
Kohn-Sham gap (alpha / beta), eV: 6.53 / 6.52
Energy relative to the best compared isomer or geometry (same formula, charge and spin), eV: 7.329
Net charge: +1



Record 2
Molecular formula: C18H56O10
Method: DFT, ωB97M-V/def2-TZVPD

Geometry (Å):
1 C 0.0760 -0.9797 0.3998
2 C -0.1503 0.1199 -0.6632
3 O -0.0335 1.3141 0.0453
4 H -0.1907 -1.9897 0.0886
5 H -0.6180 -0.8226 1.2255
6 H 1.1080 -0.9460 0.7492
7 H -1.1457 0.0095 -1.0934
8 H 0.5477 -0.0122 -1.4899
9 H -0.2956 2.0239 -0.5455
10 C -3.1852 0.3675 -6.1112
11 C -3.0200 -0.7275 -5.0179
12 O -2.0994 -0.2997 -4.0908
13 H -2.2517 0.5571 -6.6410
14 H -3.5309 1.3137 -5.6951
15 H -3.9354 0.0421 -6.8320
16 H -2.6718 -1.7187 -5.3082
17 H -3.9254 -0.8929 -4.4340
18 H -2.4370 0.5010 -3.6828
19 C 3.4546 -0.5613 -1.9377
20 C 3.0295 -1.9876 -2.2795
21 O 3.9954 -2.6003 -3.1245
22 H 2.6875 0.0234 -1.4299
23 H 3.8819 -0.0916 -2.8236
24 H 4.2999 -0.6550 -1.2560
25 H 2.0762 -1.9257 -2.8044
26 H 2.9236 -2.4728 -1.3092
27 H 3.7895 -2.2942 -4.0108
28 C -4.1157 -0.7906 1.6322
29 C -3.8658 -0.5647 3.1270
30 O -5.0544 -0.4676 3.8596
31 H -4.6933 -1.7097 1.5341
32 H -3.1836 -0.9365 1.0863
33 H -4.6344 0.0690 1.2078
34 H -3.3052 0.3489 3.3249
35 H -3.2941 -1.3725 3.5838
36 H -5.4740 -1.3265 3.9482
37 C -4.6319 0.6966 -1.9119
38 C -3.7240 1.8797 -1.6696
39 O -2.9551 2.0398 -2.8598
40 H -5.2728 0.8351 -2.7826
41 H -5.2560 0.5306 -1.0339
42 H -4.0568 -0.2176 -2.0589
43 H -3.0650 1.6824 -0.8241
44 H -4.3229 2.7660 -1.4602
45 H -2.1111 2.4244 -2.6123
46 C 4.2092 -1.1227 1.8094
47 C 3.3344 -1.2932 2.9599
48 O 3.8607 -0.4434 3.9633
49 H 5.0654 -1.7551 2.0440
50 H 4.5514 -0.1016 1.6409
51 H 3.7073 -1.4156 0.8872
52 H 3.2432 -2.3161 3.3253
53 H 2.2905 -1.0397 2.7752
54 H 3.1984 -0.3250 4.6480
55 C 4.0447 2.9060 2.1331
56 C 2.9560 2.4408 1.2539
57 O 1.9335 1.8513 2.0613
58 H 4.4947 2.0762 2.6781
59 H 3.6458 3.5934 2.8791
60 H 4.8397 3.4958 1.6767
61 H 3.2929 1.6633 0.5683
62 H 2.5169 3.2468 0.6660
63 H 1.0981 1.9294 1.5948
64 C -2.7245 3.3592 2.2487
65 C -1.5022 2.5401 2.7617
66 O -0.4486 3.4024 2.7568
67 H -3.6267 2.7496 2.2999
68 H -2.6410 3.7821 1.2475
69 H -3.0429 4.1786 2.8932
70 H -1.3775 1.7368 2.0356
71 H -1.4759 2.1422 3.7762
72 H 0.2928 3.0275 3.2379
73 C 2.0599 -4.3380 0.5272
74 C 3.5528 -4.6715 0.7876
75 O 3.6735 -4.6048 2.1668
76 H 1.7463 -3.3767 0.9344
77 H 1.3684 -5.0890 0.9091
78 H 1.8614 -4.3458 -0.5445
79 H 4.3445 -4.0967 0.3071
80 H 3.6587 -5.7359 0.5781
81 H 2.9228 -5.1009 2.5012
82 O -0.3825 3.2330 -2.0766
83 H 0.3957 3.7818 -1.9791
84 H -0.3006 2.8537 -2.9517

Forces on atoms 1 to 6 (eV/Å):
-0.511 0.130 -0.492
-0.350 -2.527 0.656
0.305 1.233 0.621
0.369 0.052 -0.515
0.163 0.372 0.252
-0.034 -0.105 0.109

Summary:
LUMO (alpha / beta), eV: -2.67 / -9.13
Spin multiplicity: 2
Energy, eV: -40036.512
Kohn-Sham gap (alpha / beta), eV: 9.01 / 2.55
Energy relative to the best compared isomer or geometry (same formula, charge and spin), eV: 0.000
Net charge: +1



Record 3
Molecular formula: C5H8N2
Method: DFT, ωB97M-V/def2-TZVPD

Geometry (Å):
1 C 2.6397 -0.4427 -0.6438
2 C -0.4205 0.1821 1.9990
3 C -0.4118 -0.6385 0.8722
4 C -1.2652 0.1697 0.0897
5 N -2.0541 -0.2109 -0.9538
6 C -1.2939 1.4929 0.6921
7 N -0.5178 1.4983 1.7636
8 H 2.6626 -1.2085 0.1353
9 H 2.0096 -0.7831 -1.4699
10 H 3.6538 -0.2595 -1.0080
11 H -0.3398 -1.7159 0.8218
12 H -2.9849 0.1706 -1.0261
13 H -1.9510 -1.1476 -1.3126
14 H -1.8278 2.3666 0.3281
15 H 2.2210 0.4769 -0.2286

Forces on atoms 1 to 6 (eV/Å):
0.011 0.009 0.001
0.231 -0.083 -0.011
-0.231 -0.024 0.019
-0.020 -0.067 -0.039
-0.043 -0.072 0.043
0.006 0.149 -0.070

Summary:
LUMO (alpha / beta), eV: -0.73 / -0.45
Energy, eV: -8290.758
Kohn-Sham gap (alpha / beta), eV: 7.73 / 7.72
Energy relative to the best compared isomer or geometry (same formula, charge and spin), eV: 4.238
Net charge: 0



Record 4
Molecular formula: C28H35F7N3O15P
Method: DFT, ωB97M-V/def2-TZVPD

Geometry (Å):
1 C -3.6505 4.6158 -1.5284
2 C -4.9897 3.8855 -1.3545
3 C -5.8824 4.0564 -2.6090
4 F -5.2787 4.8221 -3.5604
5 C -6.3719 2.7283 -3.2087
6 C -7.1488 3.0605 -4.4216
7 N -7.6177 3.3356 -5.4438
8 C -5.2010 1.7562 -3.5419
9 O -4.8774 0.9482 -2.7008
10 C -4.5117 1.8100 -4.9184
11 F -5.3633 1.1975 -5.7718
12 F -4.3737 3.0565 -5.3647
13 C -3.1811 1.0200 -4.9985
14 F -3.4275 -0.2631 -4.7526
15 F -2.7881 1.1024 -6.2812
16 C -2.0343 1.5918 -4.1295
17 F -0.8764 1.2349 -4.7301
18 F -2.0643 2.9173 -4.0930
19 C -1.9350 1.0596 -2.6777
20 O -1.6579 1.8554 -1.8025
21 O -2.1089 -0.2262 -2.4745
22 C -7.3432 1.9832 -2.2598
23 C -7.8505 0.7969 -2.9272
24 N -8.1906 -0.0923 -3.5894
25 P -8.8724 2.9800 -1.7924
26 N -8.9315 3.1198 -0.2235
27 H -3.1058 4.2382 -2.3820
28 H -3.0660 4.4533 -0.6287
29 H -3.8171 5.6779 -1.6443
30 H -5.5010 4.3843 -0.5377
31 H -4.8525 2.8468 -1.0720
32 H -6.7540 4.6284 -2.3043
33 H -1.9814 -0.4251 -1.5283
34 H -6.8715 1.7437 -1.3142
35 H -10.0047 2.2765 -2.2492
36 H -8.7867 4.2469 -2.4024
37 H -9.7883 2.7139 0.1258
38 C 2.7634 1.2172 -0.8038
39 C 1.7959 0.4624 0.0924
40 C 2.3016 -0.8588 0.6123
41 O 1.0820 -1.6091 0.7654
42 C 0.1960 -1.1119 -0.1141
43 O -0.8438 -1.6398 -0.3911
44 O 0.6218 0.0423 -0.6462
45 H 2.4455 1.1865 -1.8450
46 H 2.8098 2.2629 -0.5076
47 H 3.7778 0.8229 -0.7326
48 H 1.4620 1.1019 0.9082
49 H 2.8190 -0.7665 1.5614
50 H 2.9449 -1.3846 -0.0981
51 C 6.7181 -0.8460 2.9533
52 C 6.2862 0.4473 2.2821
53 C 6.6162 1.7007 3.0555
54 O 5.5758 2.6014 2.6416
55 C 4.5086 1.8543 2.2892
56 O 3.4179 2.2854 2.0911
57 O 4.8461 0.5462 2.1930
58 H 5.8628 -1.3870 3.3502
59 H 7.2140 -1.4996 2.2329
60 H 7.4189 -0.6633 3.7468
61 H 6.6795 0.5009 1.2641
62 H 7.5925 2.1071 2.8018
63 H 6.5526 1.5642 4.1366
64 C -1.2617 -4.1575 -2.0351
65 C -2.2981 -5.2630 -2.1657
66 C -3.3243 -5.3041 -1.0592
67 O -3.6711 -6.6939 -1.0095
68 C -2.6028 -7.3964 -1.4646
69 O -2.4792 -8.5718 -1.3668
70 O -1.6972 -6.5693 -2.0400
71 H -0.2896 -4.5561 -1.7497
72 H -1.1356 -3.6457 -2.9895
73 H -1.5582 -3.4014 -1.3124
74 H -2.7820 -5.2186 -3.1441
75 H -4.2032 -4.7013 -1.2768
76 H -2.9182 -5.0094 -0.0886
77 C 9.5337 -2.9066 8.8028
78 C 8.9452 -2.7743 7.4063
79 C 9.8009 -2.0113 6.4231
80 O 8.8230 -1.4487 5.5376
81 C 7.6685 -1.3137 6.2389
82 O 6.7204 -0.6978 5.8716
83 O 7.7460 -1.9724 7.4154
84 H 9.0074 -2.2689 9.5102
85 H 9.4449 -3.9315 9.1596
86 H 10.5945 -2.6552 8.8204
87 H 8.6792 -3.7567 7.0110
88 H 10.4869 -2.6517 5.8738
89 H 10.3628 -1.1966 6.8855

Forces on atoms 1 to 6 (eV/Å):
-0.285 -0.547 0.274
0.114 0.817 -0.370
0.066 -0.032 1.538
0.313 -0.018 -0.561
-0.464 -0.249 -1.032
0.142 0.357 -1.617

Summary:
LUMO, eV: -0.69
Energy, eV: -93096.092
Kohn-Sham gap, eV: 8.70
Net charge: 0



Record 5
Molecular formula: C9H14
Method: DFT, ωB97M-V/def2-TZVPD

Geometry (Å):
1 C -1.7803 1.8210 -0.9051
2 C -0.1156 0.2533 0.0935
3 C -0.5481 1.5433 -0.0941
4 C 1.2000 -0.0976 0.5264
5 C 0.3853 2.5962 0.0718
6 C 2.1230 0.9984 0.7381
7 C 1.7133 2.2839 0.4655
8 H -0.6519 -0.6385 -0.2119
9 H 1.5338 -1.1087 0.3104
10 H -2.7220 1.3561 -0.5864
11 H -1.6650 1.2089 -1.8309
12 H 0.2648 3.6725 -0.0104
13 H 3.0909 0.8686 1.2184
14 H 2.4075 3.1034 0.6419
15 H -1.8642 2.8621 -1.1951
16 C -0.3429 -3.3418 -0.1941
17 C -1.6246 -4.1987 -0.2606
18 H -0.4544 -2.5192 0.5021
19 H 0.4257 -3.9916 0.2169
20 H -0.0490 -2.9708 -1.1705
21 H -2.5171 -3.5798 -0.3556
22 H -1.7393 -4.7788 0.6602
23 H -1.6333 -4.9339 -1.0662

Forces on atoms 1 to 6 (eV/Å):
-0.242 -1.630 -0.942
1.375 -0.631 0.231
-0.612 -0.154 -0.238
-0.426 0.620 -0.328
2.004 0.816 0.300
0.017 0.179 0.207

Summary:
LUMO (alpha / beta), eV: 3.55 / 3.49
Spin multiplicity: 2
Energy, eV: -9558.053
Kohn-Sham gap (alpha / beta), eV: 2.64 / 6.74
Energy relative to the best compared isomer or geometry (same formula, charge and spin), eV: 0.744
Net charge: -1



Record 6
Molecular formula: C16H13N3O
Method: DFT, ωB97M-V/def2-TZVPD

Geometry (Å):
1 O 3.5753 -0.0710 -1.0365
2 N 0.5570 0.2630 1.2037
3 N -1.4077 1.3964 1.0109
4 C 2.5543 0.6161 -1.2956
5 C -0.7164 0.3390 1.6379
6 C -0.5249 1.8544 0.1566
7 C 0.2684 0.1733 -4.8793
8 C -2.2788 -2.3605 4.6289
9 C -0.0038 1.2937 -4.0453
10 C 1.2246 -0.7657 -4.5369
11 C -3.1821 -1.4846 4.0195
12 C -0.8916 -2.2896 4.3608
13 C 0.8434 1.5309 -2.9955
14 C 2.0782 -0.6130 -3.4853
15 C -2.6639 -0.6295 3.0769
16 C -0.4469 -1.3812 3.4595
17 C 1.8437 0.5645 -2.6803
18 C -1.2911 -0.5880 2.6781
19 N 0.7020 1.2375 0.2703
20 C 2.0147 1.5691 -0.2320
21 H -0.7385 2.6336 -0.5839
22 H -0.3305 -0.0545 -5.7074
23 H -2.6520 -3.1302 5.3003
24 H -0.7285 2.0405 -4.3465
25 H 1.2943 -1.6283 -5.1914
26 H -4.2134 -1.4417 4.2660
27 H -0.3302 -3.1110 4.9281
28 H 0.6528 2.3939 -2.3684
29 H 2.8022 -1.3507 -3.3251
30 H -3.2497 0.1453 2.6650
31 H 0.6104 -1.3786 3.1525
32 H 2.7647 1.6845 0.5732
33 H 1.8642 2.5425 -0.6788

Forces on atoms 1 to 6 (eV/Å):
-3.144 1.979 -0.921
-0.876 -0.390 0.777
0.843 -1.587 -0.012
2.571 -1.731 -0.622
0.713 1.011 -0.859
0.539 0.546 -0.056

Summary:
LUMO, eV: -0.30
Energy, eV: -23319.361
Kohn-Sham gap, eV: 8.28
Energy relative to the best compared isomer or geometry (same formula, charge and spin), eV: 0.818
Net charge: 0